Molecular formula: C49H51BrFN3O6PbS3Sb2Se
Method: DFT, ωB97M-V with the def2-TZVPD basis set

CARTESIAN COORDINATES (ANGSTROEM)
Pb  0.3713  0.4223  0.3720
C  3.1789  -4.0250  -1.0106
Sb  1.1856  -3.2605  -1.1394
C  0.3117  -5.0952  -0.4757
C  1.2104  -3.3889  -3.2901
C  -0.1127  -3.4200  -3.9873
C  -0.9626  -4.5075  -3.7892
C  -2.1810  -4.6087  -4.4371
C  -2.5654  -3.6035  -5.3137
C  -1.7236  -2.5262  -5.5297
C  -0.4911  -2.4080  -4.8821
C  0.3662  -1.2151  -5.1457
Sb  0.2601  0.3412  -3.5748
C  0.3526  1.9071  -5.0517
C  -1.8820  0.3748  -3.4074
H  3.0775  -5.0413  -1.3941
H  3.5570  -4.0442  0.0056
H  3.8429  -3.4490  -1.6475
H  0.8826  -5.9582  -0.8201
H  -0.7168  -5.1394  -0.8272
H  0.3066  -5.0647  0.6134
H  1.7759  -4.3091  -3.4610
H  1.8357  -2.5546  -3.6007
H  -0.6510  -5.2976  -3.1152
H  -2.8198  -5.4658  -4.2656
H  -3.5143  -3.6613  -5.8323
H  -2.0206  -1.7429  -6.2185
H  0.0792  -0.7306  -6.0790
H  1.4189  -1.4896  -5.2204
H  -0.4644  1.7771  -5.7632
H  1.3051  1.8702  -5.5819
H  0.2667  2.8689  -4.5510
H  -2.2925  1.1275  -4.0818
H  -2.1416  0.6177  -2.3782
H  -2.2862  -0.6055  -3.6546
F  -2.5316  6.9259  0.5828
C  -2.5864  6.0723  1.6251
C  -1.6718  5.0624  1.7145
C  -1.6719  4.2251  2.8207
C  -0.7102  3.0973  2.8177
O  0.1967  3.0796  2.0017
C  -0.9655  2.1001  3.8357
C  -1.7581  2.4417  4.8698
N  -2.5097  3.5943  4.9760
C  -2.9666  3.9142  6.3139
C  -4.3484  4.3577  6.6884
C  -3.1727  5.3053  6.8177
C  -2.5752  4.4347  3.8725
C  -3.5570  5.4209  3.7084
C  -3.5801  6.2323  2.5848
N  -4.6626  7.1481  2.4210
C  -5.0140  7.5904  1.0758
C  -6.4122  8.2338  1.1494
N  -7.0280  7.7972  2.4460
C  -6.3196  8.4451  3.6016
C  -4.8065  8.2309  3.3782
C  -0.4030  0.6737  3.8118
O  -0.1847  0.1393  4.8975
O  -0.3633  0.1472  2.6552
H  -0.9273  4.9085  0.9434
H  -1.8538  1.7397  5.6895
H  -2.5054  3.2348  7.0142
H  -4.7621  3.9393  7.5956
H  -5.0830  4.5200  5.9133
H  -2.8031  5.5413  7.8054
H  -3.0856  6.1142  6.1074
H  -4.3598  5.5279  4.4219
H  -5.0295  6.7288  0.4102
H  -4.3158  8.3194  0.6593
H  -7.0526  7.9194  0.3285
H  -6.3733  9.3211  1.1740
H  -6.8365  6.7933  2.5280
H  -8.0313  7.9604  2.4758
H  -6.6793  7.9649  4.5097
H  -6.6002  9.4960  3.6143
H  -4.3304  7.9662  4.3182
H  -4.3386  9.1550  3.0152
Se  -0.8436  -1.9321  -0.5853
Br  -5.7897  6.9036  -1.6116
C  -4.3596  5.6356  -1.6866
C  -4.4754  4.4516  -0.9780
C  -3.4094  3.5615  -0.9945
C  -2.2469  3.8567  -1.6975
C  -2.1734  5.0396  -2.4227
C  -3.2309  5.9388  -2.4278
C  -1.0487  2.9034  -1.6677
O  -0.0605  3.2081  -2.3418
O  -1.2056  1.8774  -0.9384
H  -5.3789  4.2282  -0.4261
H  -3.4529  2.6304  -0.4445
H  -1.2659  5.2411  -2.9777
H  -3.1716  6.8671  -2.9799
O  2.1602  -1.3076  -0.0001
C  3.4655  -1.1209  0.4983
C  3.6179  0.2485  1.1739
C  3.8374  1.4553  0.5675
C  3.8741  2.5351  1.4869
C  3.6877  2.1240  2.7713
S  3.4546  0.4380  2.8737
C  3.7129  -2.1953  1.5535
C  4.8423  -2.6202  2.1868
C  4.5770  -3.5642  3.2180
C  3.2464  -3.8122  3.3601
S  2.3109  -2.9006  2.2588
C  4.4400  -1.1443  -0.6710
C  5.7952  -1.2656  -0.7227
C  6.3173  -1.1122  -2.0384
C  5.3452  -0.8507  -2.9533
S  3.7981  -0.7804  -2.2246
H  3.9609  1.5684  -0.5012
H  4.0210  3.5661  1.1987
H  3.6575  2.7243  3.6670
H  5.8346  -2.2673  1.9516
H  5.3430  -4.0241  3.8266
H  2.7656  -4.4697  4.0667
H  6.4151  -1.4458  0.1417
H  7.3672  -1.1925  -2.2832
H  5.4559  -0.6845  -4.0132

Summary:
Orbital gap   0.192 Eh
Total energy   -257327.8194 eV
ΔE to the lowest compared entry with this formula, charge and spin   0.865 eV
Charge   0
Molar mass   1502.745 g mol⁻¹